(1)
42
Properties=species:S:1:pos:R:3:nbo_charge:R:1 method="wB97M-V/def2-TZVPD" e_homo_ev=-8.54 multiplicity=1 smiles="CN(C1CCCCC1)S(=O)(=O)c1ccc(-c2ccccn2)s1" e_tot_ev=-45661.98414 orbital_gap_ev=8.42 e_above_lowest_kcal_mol=13.8
C -1.005 -0.631 1.631 -0.429
N -1.307 -0.383 0.239 -0.671
C -2.657 0.028 -0.117 -0.053
C -2.947 1.461 0.331 -0.406
C -4.308 1.895 -0.205 -0.393
C -5.402 0.951 0.288 -0.396
C -5.102 -0.485 -0.131 -0.395
C -3.739 -0.922 0.399 -0.423
S -0.627 -1.538 -0.765 2.338
O -1.260 -1.476 -2.048 -0.933
O -0.522 -2.806 -0.103 -0.935
C 1.004 -0.871 -0.947 -0.545
C 1.410 0.045 -1.872 -0.208
C 2.757 0.408 -1.715 -0.211
C 3.366 -0.234 -0.665 -0.212
C 4.740 -0.073 -0.236 0.153
C 5.266 -0.796 0.838 -0.233
C 6.586 -0.591 1.195 -0.161
C 7.341 0.324 0.475 -0.262
C 6.727 0.992 -0.575 0.051
N 5.471 0.806 -0.925 -0.415
S 2.257 -1.310 0.137 0.488
H -1.432 0.159 2.243 0.212
H -1.376 -1.604 1.964 0.205
H 0.078 -0.621 1.750 0.212
H -2.662 -0.002 -1.210 0.235
H -2.160 2.123 -0.035 0.217
H -2.958 1.518 1.422 0.191
H -4.286 1.884 -1.297 0.197
H -4.523 2.916 0.117 0.210
H -6.368 1.261 -0.116 0.209
H -5.462 1.006 1.378 0.192
H -5.102 -0.554 -1.221 0.199
H -5.878 -1.153 0.248 0.210
H -3.753 -0.910 1.491 0.195
H -3.506 -1.937 0.068 0.221
H 0.750 0.418 -2.633 0.244
H 3.283 1.109 -2.336 0.247
H 4.642 -1.499 1.368 0.218
H 7.020 -1.135 2.020 0.220
H 8.373 0.514 0.721 0.222
H 7.269 1.716 -1.170 0.194

(2)
29
Properties=species:S:1:pos:R:3:nbo_charge:R:1 method="wB97M-V/def2-TZVPD" e_homo_ev=-6.05 multiplicity=1 e_tot_ev=-17381.44234 charge=-1 orbital_gap_ev=8.99 e_above_lowest_kcal_mol=25.6
B -0.162 0.697 0.988 -0.743
H -0.999 0.518 1.917 -0.078
H 0.861 0.029 1.228 -0.086
H -0.591 0.424 -0.122 -0.042
H 0.147 1.854 1.044 -0.045
O -2.587 -2.095 0.590 -0.952
H -2.806 -2.389 1.442 0.466
H -2.004 -1.388 0.762 0.494
O 0.227 -1.812 -2.128 -0.994
H -0.575 -1.445 -1.822 0.487
H 0.858 -1.633 -1.445 0.476
O 3.662 0.966 0.440 -0.969
H 2.834 1.195 0.821 0.497
H 3.570 1.169 -0.520 0.474
O -2.702 2.601 0.933 -0.958
H -3.210 3.235 1.439 0.447
H -2.024 2.246 1.559 0.508
O 2.340 -1.868 -0.518 -0.976
H 2.562 -1.207 0.115 0.509
H 2.759 -1.801 -1.390 0.486
O 0.056 -3.274 1.032 -0.930
H 0.046 -2.362 1.304 0.470
H 0.982 -3.313 1.000 0.459
O -2.555 -1.077 -1.972 -0.965
H -2.894 -1.342 -1.134 0.495
H -2.568 -0.152 -2.047 0.471
O 1.676 3.708 -1.244 -0.934
H 0.907 4.006 -0.793 0.479
H 2.188 4.509 -1.480 0.456

(3)
114
Properties=species:S:1:pos:R:3:lowdin_spin:R:1 method="wB97M-V/def2-TZVPD" s2=2.03 e_homo_ev="-12.65 / -12.46" multiplicity=3 e_tot_ev=-95215.57666 charge=+2 orbital_gap_ev="6.80 / 6.01" e_above_lowest_kcal_mol=64.7
Mo 0.072 -0.504 0.103 1.818
C 0.821 2.830 5.261 0.000
C -0.369 2.944 4.336 0.000
N -0.751 1.658 3.790 -0.007
C -0.239 1.079 2.642 0.000
S -0.912 -0.437 2.276 -0.010
N 0.677 1.715 1.956 0.001
N 1.257 0.961 0.972 -0.009
C 2.382 1.362 0.421 0.053
C 3.038 2.567 0.961 0.009
C 2.923 0.426 -0.533 0.005
C 4.185 0.507 -1.070 0.009
C 4.586 -0.442 -2.013 0.005
C 3.683 -1.415 -2.363 0.008
C 2.415 -1.535 -1.749 0.021
N 2.077 -0.649 -0.845 0.010
H 1.109 3.703 5.874 0.000
H 0.593 2.022 5.999 0.000
H 1.718 2.577 4.704 0.000
H -1.274 3.271 4.832 0.000
H -0.231 3.644 3.437 0.000
H -1.270 1.062 4.409 0.000
H 3.809 2.881 0.250 0.000
H 2.273 3.303 1.189 0.001
H 3.613 2.263 1.840 0.004
H 4.873 1.257 -0.673 0.000
H 5.521 -0.445 -2.572 0.000
H 3.905 -2.009 -3.204 0.000
H 1.628 -2.214 -2.196 0.004
C -0.139 2.983 -2.513 0.000
N -0.942 1.817 -2.143 0.014
P -0.331 0.234 -2.419 0.003
C -1.647 -0.447 -3.377 -0.002
C -2.218 -1.744 -3.177 0.000
C -3.300 -2.198 -3.945 0.000
C -3.747 -1.460 -4.996 0.000
C -3.165 -0.227 -5.299 0.000
C -2.135 0.258 -4.490 -0.001
C 1.105 0.299 -3.564 0.000
C 1.175 -0.794 -4.436 -0.001
C 2.095 -0.871 -5.477 0.001
C 2.960 0.185 -5.657 -0.001
C 3.001 1.242 -4.712 0.000
C 2.119 1.289 -3.642 -0.001
P -1.728 1.675 -0.632 0.002
C -3.367 1.051 -0.988 0.003
C -4.309 1.547 -1.938 0.001
C -5.657 1.323 -1.752 0.000
C -6.088 0.595 -0.645 0.000
C -5.210 0.046 0.266 0.000
C -3.872 0.300 0.083 0.000
C -2.155 3.342 -0.121 -0.002
C -2.158 3.533 1.263 0.000
C -2.553 4.725 1.863 0.000
C -2.978 5.711 1.026 0.000
C -3.143 5.555 -0.340 0.000
C -2.728 4.369 -0.893 0.000
H 0.140 2.889 -3.520 0.000
H 0.712 3.075 -1.833 0.000
H -0.699 3.939 -2.455 0.000
H -1.861 -2.356 -2.385 0.000
H -3.710 -3.161 -3.681 0.000
H -4.525 -1.865 -5.629 0.000
H -3.628 0.335 -6.122 0.000
H -1.770 1.267 -4.753 0.000
H 0.424 -1.619 -4.259 0.000
H 2.126 -1.804 -6.064 0.000
H 3.549 0.301 -6.576 0.000
H 3.808 1.959 -4.839 0.000
H 2.125 2.023 -2.826 0.000
H -3.974 1.995 -2.864 0.000
H -6.383 1.641 -2.482 0.000
H -7.182 0.381 -0.535 0.000
H -5.480 -0.617 1.077 0.000
H -3.275 -0.079 0.885 0.000
H -1.874 2.693 1.932 0.000
H -2.463 4.809 2.928 0.000
H -3.285 6.680 1.396 0.000
H -3.584 6.336 -0.889 0.000
H -2.954 4.211 -1.971 0.000
O -1.575 -1.907 -0.151 0.066
H -2.507 -1.684 -0.278 0.004
H -1.630 -2.573 0.584 0.004
C 2.987 -2.895 0.769 -0.003
Si 1.508 -2.228 1.705 -0.015
C 2.226 -1.810 3.492 -0.005
C 1.246 -2.173 4.634 0.000
C 3.573 -2.506 3.695 -0.001
C 2.621 -0.355 3.643 0.000
C 0.421 -3.870 1.758 0.007
C 0.233 -4.384 0.323 0.005
C -0.965 -3.770 2.430 0.000
C 1.186 -4.913 2.588 0.001
H 3.314 -3.737 1.280 -0.001
H 3.882 -2.277 0.593 0.000
H 2.706 -3.262 -0.262 0.000
H 1.351 -3.150 4.984 0.000
H 0.239 -2.005 4.425 0.000
H 1.402 -1.484 5.487 0.000
H 3.440 -3.571 3.544 0.000
H 3.935 -2.406 4.682 0.000
H 4.370 -2.001 3.101 0.000
H 1.792 0.314 3.763 0.000
H 3.296 -0.007 2.811 0.000
H 3.281 -0.222 4.480 0.000
H -0.272 -3.673 -0.395 0.004
H -0.431 -5.268 0.341 0.000
H 1.131 -4.776 -0.231 0.000
H -1.854 -3.146 2.073 0.000
H -0.907 -3.477 3.460 0.000
H -1.459 -4.768 2.437 0.000
H 2.168 -5.002 2.225 0.000
H 0.799 -5.920 2.442 0.000
H 1.264 -4.848 3.651 0.000

(4)
21
Properties=species:S:1:pos:R:3:nbo_charge:R:1 method="wB97M-V/def2-TZVPD" e_homo_ev=-12.14 multiplicity=1 e_tot_ev=-11422.01086 charge=+1 orbital_gap_ev=3.83 e_above_lowest_kcal_mol=172.1
O 0.788 -1.506 -0.349 -0.405
C 0.423 -1.795 -1.449 0.508
N 0.833 -2.953 -2.096 -0.806
C -0.524 -0.977 -2.228 0.398
N -1.038 0.151 -1.777 -0.724
C -0.456 -0.136 3.319 -0.369
C -0.491 -1.404 2.939 -0.394
H 0.248 -3.771 -2.225 0.430
H 1.681 -3.217 -1.608 0.419
H 0.419 7.295 -0.292 0.001
H -0.747 -1.346 -3.239 0.234
H -2.040 0.329 -1.755 0.456
H -0.496 0.994 -1.980 0.483
H -0.623 0.619 2.576 0.192
H -0.260 0.158 4.340 0.201
H -0.589 -1.653 1.890 0.170
H -0.452 -2.216 3.645 0.198
H -0.042 7.371 -0.873 -0.001
H 1.437 0.731 -0.032 0.473
H 1.102 2.121 0.658 0.486
O 0.826 1.205 0.536 -0.953

(5)
35
Properties=species:S:1:pos:R:3:lowdin_spin:R:1 method="wB97M-V/def2-TZVPD" s2=12.12 e_homo_ev="-12.01 / -11.78" multiplicity=7 e_tot_ev=-43308.83581 charge=+1 orbital_gap_ev="7.79 / 8.58" e_above_lowest_kcal_mol=0.0
Eu 0.763 -0.374 -0.556 6.179
H -2.331 -0.413 -0.757 0.000
H -2.227 0.216 -1.202 -0.001
P 0.238 1.951 -2.276 -0.013
C 0.372 3.724 -1.877 -0.002
H 0.635 4.290 -2.791 0.000
H -0.596 4.091 -1.486 0.000
H 1.146 3.888 -1.106 0.000
C 1.854 1.711 -3.126 -0.002
H 1.881 0.710 -3.587 -0.001
H 1.963 2.478 -3.904 0.000
H 2.683 1.793 -2.404 -0.002
C -0.845 2.056 -3.745 -0.003
H -1.857 2.366 -3.440 0.000
H -0.434 2.785 -4.457 0.000
H -0.911 1.067 -4.223 0.000
C -0.467 1.608 0.604 -0.007
O -0.944 2.269 1.408 0.001
H 0.295 -1.290 -2.229 -0.064
H 2.146 0.755 0.017 -0.073
C -1.460 -4.543 2.769 0.000
C -0.808 -3.234 2.581 0.000
C -0.026 -2.460 3.453 0.000
C 0.388 -1.332 2.717 0.001
N -0.121 -1.397 1.458 -0.011
N -0.863 -2.567 1.419 0.001
C 1.226 -0.207 3.189 0.000
H -0.721 -5.321 3.005 0.000
H -2.175 -4.513 3.602 0.000
H -2.000 -4.860 1.871 0.000
H 0.228 -2.694 4.482 0.000
H -1.398 -2.819 0.588 0.000
H 0.744 0.306 4.036 0.000
H 2.197 -0.585 3.548 0.000
H 1.425 0.545 2.417 -0.002

(6)
5
Properties=species:S:1:pos:R:3:nbo_charge:R:1 method="wB97M-V/def2-TZVPD" e_homo_ev=-10.44 multiplicity=1 e_tot_ev=-11382.72999 orbital_gap_ev=10.39 e_above_lowest_kcal_mol=35.7
O -0.931 -0.380 -1.822 -1.080
P -0.231 -0.004 -0.635 1.296
H -0.244 1.389 -0.285 -0.057
H -0.622 -1.077 0.934 -0.092
H 1.209 -0.354 -0.831 -0.067

(7)
13
Properties=species:S:1:pos:R:3:nbo_charge:R:1 method="wB97M-V/def2-TZVPD" e_homo_ev=-15.20 multiplicity=1 e_tot_ev=-7793.85283 charge=+1 orbital_gap_ev=8.40 e_above_lowest_kcal_mol=135.8
C 2.522 -0.178 0.376 -0.500
C 3.570 -0.193 -0.365 0.419
C -1.046 -0.828 -0.672 -0.345
C -1.389 -0.504 0.748 -0.349
C 1.206 -0.141 0.460 0.532
C -0.103 -0.003 0.152 -0.096
N 0.302 1.326 -0.201 -0.609
H -0.675 -1.773 -0.974 0.258
H -1.685 -0.472 -1.481 0.281
H -2.119 0.309 0.958 0.264
H -1.354 -1.064 1.678 0.275
H 0.197 2.082 0.472 0.441
H 0.574 1.439 -1.150 0.430

(8)
16
Properties=species:S:1:pos:R:3:nbo_charge:R:1 method="wB97M-V/def2-TZVPD" e_homo_ev=-10.40 multiplicity=1 e_tot_ev=-27689.68477 orbital_gap_ev=10.06 e_above_lowest_kcal_mol=3.5
C -0.064 0.976 -2.367 -0.847
S -0.027 1.561 -0.649 2.359
O -1.262 1.324 -0.059 -0.926
O 0.502 2.898 -0.623 -0.903
O 1.176 0.608 0.099 -0.845
N 1.969 -0.299 1.019 0.327
N 1.418 -1.109 1.607 -0.111
C 0.203 -1.776 1.747 -0.182
N -0.973 -1.014 1.140 0.529
O -1.778 -0.505 1.910 -0.340
O -1.028 -1.173 -0.033 -0.347
H 0.979 0.932 -2.607 0.248
H -0.719 0.155 -2.687 0.264
H -0.523 2.052 -2.654 0.255
H -0.033 -1.833 2.842 0.254
H 0.161 -2.797 1.314 0.265

(9)
43
Properties=species:S:1:pos:R:3:nbo_charge:R:1 method="wB97M-V/def2-TZVPD" e_homo_ev=-9.69 multiplicity=1 smiles="CNS(=O)(=O)c1cccc(C(=O)OCC(=O)NC2CCCC2)c1" e_tot_ev=-39933.05751 orbital_gap_ev=9.48 e_above_lowest_kcal_mol=35.4
C -4.190 -1.328 -2.308 -0.430
N -4.869 -1.450 -1.036 -0.856
S -3.841 -1.522 0.290 2.291
O -4.624 -1.998 1.389 -0.932
O -2.621 -2.205 -0.042 -0.942
C -3.478 0.215 0.509 -0.264
C -4.429 1.043 1.073 -0.177
C -4.142 2.391 1.233 -0.215
C -2.913 2.886 0.833 -0.127
C -1.960 2.042 0.266 -0.174
C -0.642 2.614 -0.122 0.788
O -0.310 3.751 0.088 -0.576
O 0.132 1.700 -0.727 -0.521
C 1.457 2.076 -1.081 -0.177
C 2.511 1.079 -0.572 0.654
O 3.688 1.308 -0.741 -0.630
N 1.995 -0.002 0.033 -0.607
C 2.768 -1.103 0.583 -0.047
C 3.795 -0.645 1.644 -0.413
C 5.167 -0.967 1.052 -0.406
C 4.900 -2.201 0.196 -0.398
C 3.587 -1.844 -0.494 -0.415
C -2.252 0.691 0.100 -0.177
H -3.663 -0.374 -2.312 0.204
H -3.464 -2.131 -2.465 0.204
H -4.923 -1.332 -3.112 0.215
H -5.517 -2.224 -0.999 0.404
H -5.369 0.617 1.387 0.243
H -4.873 3.052 1.673 0.227
H -2.664 3.930 0.956 0.242
H 1.683 3.070 -0.678 0.241
H 1.530 2.122 -2.173 0.213
H 0.991 -0.071 0.073 0.411
H 2.038 -1.779 1.035 0.207
H 3.686 0.416 1.859 0.222
H 3.639 -1.201 2.569 0.204
H 5.920 -1.137 1.820 0.206
H 5.486 -0.145 0.414 0.223
H 4.768 -3.080 0.830 0.191
H 5.699 -2.401 -0.516 0.213
H 3.789 -1.157 -1.315 0.220
H 3.058 -2.712 -0.884 0.209
H -1.544 0.002 -0.331 0.250

(10)
14
Properties=species:S:1:pos:R:3:nbo_charge:R:1 method="wB97M-V/def2-TZVPD" e_homo_ev=-9.44 multiplicity=1 e_tot_ev=-20105.26258 orbital_gap_ev=9.51 e_above_lowest_kcal_mol=94.1
C 2.230 0.921 -0.302 -0.701
C 1.518 -0.370 -0.116 0.149
N 0.210 -0.364 -0.182 -0.324
N -0.248 -1.605 0.172 -0.289
C -1.465 -1.779 0.102 0.013
S -2.747 -0.590 -0.549 0.110
C -2.352 0.938 0.404 0.283
O -2.590 2.035 -0.075 -0.521
H 1.415 1.727 -0.527 0.245
H 2.873 0.833 -1.306 0.238
H 2.749 1.442 0.515 0.251
H 1.992 -1.396 0.079 0.196
H -1.881 -2.655 0.418 0.190
H -1.704 0.862 1.368 0.159

(11)
28
Properties=species:S:1:pos:R:3:nbo_charge:R:1 method="wB97M-V/def2-TZVPD" e_homo_ev="-7.65 / -7.65" multiplicity=1 e_tot_ev=-32696.86267 orbital_gap_ev="7.29 / 7.29" e_above_lowest_kcal_mol=77.3
C -0.235 2.643 -2.869 -0.437
C -0.958 -1.115 2.842 -0.418
C 0.051 1.145 -3.048 -0.430
C 0.074 0.006 2.367 -0.522
C -0.009 2.889 -1.353 -0.059
C -0.005 -2.369 2.754 -0.075
C 0.615 0.679 -1.581 -0.184
C 0.937 -0.773 1.468 0.187
N -0.799 -3.359 -0.810 -1.209
O 0.709 1.882 -0.807 -0.552
O 1.015 -2.084 1.862 -0.500
P 0.311 -2.273 -0.970 0.736
P -0.672 -0.426 -0.713 0.157
H 0.446 3.170 -3.467 0.208
H -1.287 3.019 -3.158 0.220
H -1.317 -1.059 3.959 0.226
H -1.749 -1.228 2.199 0.220
H -0.836 0.531 -3.234 0.211
H 0.680 0.942 -3.821 0.212
H -0.363 0.882 1.954 0.251
H 0.653 0.559 3.205 0.227
H 0.564 3.820 -1.266 0.181
H -0.932 2.952 -0.677 0.164
H 0.614 -2.361 3.767 0.163
H -0.439 -3.356 2.595 0.212
H 1.659 0.141 -1.670 0.209
H 1.999 -0.487 1.313 0.212
H -0.725 -4.372 -0.843 0.389

(12)
13
Properties=species:S:1:pos:R:3:nbo_charge:R:1 method="wB97M-V/def2-TZVPD" e_homo_ev=-9.90 multiplicity=1 smiles="CC=O.CO" e_tot_ev=-7334.54482 orbital_gap_ev=10.79 e_above_lowest_kcal_mol=34.7
C 1.733 -0.223 1.717 -0.725
C 0.284 -0.695 1.525 0.472
O -0.683 -0.005 1.408 -0.539
H 1.791 0.671 2.344 0.235
H 2.132 -0.016 0.727 0.247
H 2.287 -1.030 2.203 0.219
H 0.266 -1.793 1.336 0.092
C -1.253 0.374 -2.200 -0.265
O -1.174 1.348 -1.135 -0.729
H -2.260 0.515 -2.598 0.165
H -0.585 0.689 -2.993 0.176
H -1.127 -0.688 -1.999 0.167
H -1.412 0.852 -0.335 0.484

no.,F_max (eV Å⁻¹)
1,1.07
2,2.63
3,3.05
4,1.99
5,3.58
6,5.35
7,5.18
8,3.82
9,0.97
10,3.73
11,4.40
12,1.99